The following is a quantum chemistry calculation of a structure of composition C5H20As4F24N10O5Tl, from OMol25.

Properties
total charge	-1
molecular weight	1260.3	g/mol
E	-12639.14309	Ha

Positions of all 69 atoms, in Å:
Tl: 0.55 -0.87 0.03
As: -4.06 -0.76 -0.05
F: -5.83 -0.86 -0.54
F: -4.31 0.83 0.80
F: -2.35 -0.64 0.36
F: -3.64 -2.26 -0.88
F: -3.85 0.10 -1.56
F: -4.37 -1.66 1.44
As: 3.07 -2.77 -3.44
F: 2.25 -4.36 -3.33
F: 4.31 -3.51 -2.36
F: 4.06 -1.24 -3.40
F: 1.88 -2.23 -4.62
F: 2.08 -2.23 -2.04
F: 4.02 -3.40 -4.85
As: 2.49 3.09 1.36
F: 1.61 1.60 0.91
F: 3.77 2.78 0.22
F: 3.38 4.55 1.92
F: 1.16 3.48 2.43
F: 3.27 2.17 2.67
F: 1.53 4.04 0.09
As: -1.42 -3.91 2.88
F: -2.05 -2.46 3.72
F: -2.16 -4.93 4.18
F: -0.67 -5.35 2.09
F: -0.63 -2.92 1.65
F: 0.02 -3.78 3.93
F: -2.93 -3.97 1.88
C: -1.15 1.04 3.21
O: -0.73 0.61 2.17
N: -1.79 0.40 4.08
N: -1.01 2.24 3.65
H: -1.95 -0.58 3.86
H: -2.17 0.73 4.96
H: -1.09 2.28 4.65
H: -0.35 2.82 3.15
C: 2.42 1.54 -2.81
O: 1.89 0.69 -2.10
N: 3.57 1.33 -3.38
N: 1.99 2.72 -3.02
H: 3.88 2.01 -4.05
H: 3.98 0.41 -3.28
H: 1.22 3.12 -2.51
H: 2.59 3.25 -3.64
C: -1.46 2.48 -1.26
O: -0.87 1.54 -0.80
N: -2.61 2.39 -1.75
N: -0.97 3.71 -1.27
H: -3.15 3.21 -1.99
H: -3.14 1.55 -1.63
H: -0.03 3.90 -0.96
H: -1.43 4.54 -1.60
C: -1.29 -1.04 -3.72
O: -0.82 -0.86 -2.60
N: -2.54 -0.77 -4.05
N: -0.69 -1.79 -4.63
H: -3.05 -0.31 -3.31
H: -2.95 -1.14 -4.90
H: -1.19 -2.16 -5.43
H: 0.25 -2.13 -4.48
C: 1.77 -0.95 3.76
O: 1.91 -1.36 2.65
N: 1.13 -1.62 4.70
N: 2.22 0.17 4.16
H: 0.92 -1.24 5.61
H: 0.77 -2.55 4.51
H: 2.85 0.68 3.55
H: 1.90 0.55 5.04


The following is a quantum chemistry calculation of an isolated molecule of C3H8BrPS, from OMol25.

Properties
total charge	0
molecular weight	187.0	g/mol
spin multiplicity	3
<S²>	2.007
energy above the lowest of the compared OMol25 structures with the same formula, charge and spin	71.04	kJ/mol
E	-3432.55593	Ha

Positions of all 14 atoms, in Å:
C: 0.41 0.18 1.65
C: 0.80 0.11 0.16
C: -0.06 -0.74 -0.74
P: -2.38 1.22 -0.23
S: -1.58 -0.18 -1.45
Br: -0.43 0.20 -3.80
H: 1.04 0.93 2.09
H: -0.56 0.55 1.75
H: 0.35 -0.94 2.01
H: 1.78 -0.37 0.16
H: 1.03 1.17 -0.26
H: 0.57 -1.02 -1.53
H: -0.27 -1.67 -0.22
H: -3.47 1.15 -1.13


The following is a quantum chemistry calculation of an isolated molecule of C6H4N4, from OMol25.

Properties
total charge	0
molecular weight	132.1	g/mol
energy above the lowest of the compared OMol25 structures with the same formula, charge and spin	330.69	kJ/mol
E	-449.90225	Ha

Positions of all 14 atoms, in Å:
C: -0.49 -0.57 1.39
N: -1.53 -0.38 0.72
C: -1.80 0.17 -0.46
C: -0.93 0.18 -1.48
N: 0.36 -0.17 -1.36
C: 1.09 0.02 -0.32
C: 2.22 -0.88 -0.09
N: 3.16 -1.51 0.20
C: 1.07 1.31 0.38
N: 1.20 2.39 0.73
H: -0.43 -1.44 2.15
H: 0.27 0.23 1.41
H: -2.90 0.36 -0.75
H: -1.30 0.29 -2.53